[1]
ORCA calculation (ωB97M-V with the def2-TZVPD basis set) on one molecule with the formula C6H15NO at a distorted geometry.

SMILES string: CC(C)CCNCO
LUMO energy (Eh): 0.038
HOMO level (eV): -9.0
Energy relative to the best compared isomer or geometry (same formula, charge and spin) (kJ/mol): 150.3
Calculated total energy (hartree): -367.5741
Kohn-Sham gap (eV): 10.08

XYZ file:
```
23
C6H15NO (ωB97M-V with the def2-TZVPD basis set)
C 2.132 0.561 1.593
C 1.523 -0.629 0.847
C 2.109 -1.963 1.406
C 0.012 -0.588 1.068
C -0.686 0.628 0.400
N -1.625 0.247 -0.668
C -1.305 0.804 -1.963
O -2.426 0.915 -2.794
H 1.736 1.492 1.211
H 1.978 0.474 2.669
H 3.218 0.582 1.517
H 1.848 -0.688 -0.193
H 2.936 -2.321 0.790
H 2.440 -1.853 2.445
H 1.331 -2.730 1.432
H -0.194 -0.643 2.133
H -0.480 -1.454 0.637
H 0.122 1.237 0.022
H -1.254 1.205 1.118
H -1.696 -0.752 -0.763
H -0.550 0.254 -2.539
H -0.797 1.772 -1.846
H -3.133 1.355 -2.313
```

***

[2]
ORCA calculation (ωB97M-V with the def2-TZVPD basis set) on one molecule with the formula CH4S at a distorted geometry.

SMILES string: CS
LUMO energy (Eh): 0.036
HOMO level (eV): -9.1
Energy relative to the best compared isomer or geometry (same formula, charge and spin) (kJ/mol): 43.6
Calculated total energy (hartree): -438.6560
Kohn-Sham gap (eV): 10.06

XYZ file:
```
6
CH4S (ωB97M-V with the def2-TZVPD basis set)
C 0.381 0.261 0.049
S -1.392 -0.133 0.165
H 0.617 1.410 0.149
H 0.858 -0.025 -0.953
H 0.783 -0.073 0.957
H -1.247 -1.440 -0.366
```

***

[3]
ORCA calculation (ωB97M-V with the def2-TZVPD basis set) on one molecule with the formula C21H18O11 at a distorted geometry.

SMILES string: O=C(O)[C@H]1O[C@H](Oc2cc3oc(-c4ccccc4)cc(=O)c3c(O)c2O)[C@H](O)[C@@H](O)[C@@H]1O
LUMO energy (Eh): -0.016
HOMO level (eV): -8.6
Energy relative to the best compared isomer or geometry (same formula, charge and spin) (kJ/mol): 7.8
Calculated total energy (hartree): -1638.7213
Kohn-Sham gap (eV): 8.19

XYZ file:
```
50
C21H18O11 (ωB97M-V with the def2-TZVPD basis set)
O 2.524 1.923 -3.107
C 3.051 0.983 -2.598
O 3.701 0.050 -3.289
C 3.059 0.739 -1.079
O 3.257 -0.656 -0.874
C 3.306 -1.053 0.467
O 2.120 -0.737 1.159
C 0.931 -1.231 0.670
C -0.150 -0.359 0.726
C -1.404 -0.764 0.296
O -2.423 0.124 0.374
C -3.649 -0.235 -0.048
C -4.639 0.842 0.071
C -5.997 0.564 0.222
C -6.910 1.596 0.326
C -6.484 2.914 0.279
C -5.136 3.198 0.137
C -4.217 2.171 0.037
C -3.926 -1.466 -0.551
C -2.912 -2.482 -0.666
O -3.119 -3.617 -1.111
C -1.593 -2.056 -0.210
C -0.500 -2.932 -0.266
O -0.624 -4.186 -0.733
C 0.765 -2.530 0.181
O 1.784 -3.433 0.134
C 4.434 -0.340 1.231
O 4.456 -0.702 2.584
C 4.268 1.179 1.069
O 5.357 1.870 1.631
C 4.189 1.552 -0.420
O 3.918 2.910 -0.582
H 3.961 -0.683 -2.706
H 2.100 1.075 -0.667
H 3.476 -2.136 0.438
H -0.008 0.636 1.112
H -6.335 -0.459 0.281
H -7.959 1.371 0.447
H -7.202 3.717 0.358
H -4.800 4.223 0.101
H -3.167 2.391 -0.082
H -4.915 -1.707 -0.902
H -1.583 -4.294 -0.996
H 1.419 -4.246 -0.251
H 5.401 -0.642 0.813
H 3.547 -0.679 2.913
H 3.331 1.489 1.561
H 5.592 1.424 2.456
H 5.151 1.283 -0.891
H 4.554 3.399 -0.043
```

***

[4]
ORCA calculation (ωB97M-V with the def2-TZVPD basis set) on an isolated ion of composition C48H50F6N3 and charge +1 at a distorted geometry.

LUMO energy (Eh): -0.128
HOMO level (eV): -11.7
Energy relative to the best compared isomer or geometry (same formula, charge and spin) (kJ/mol): 0.0
Calculated total energy (hartree): -2622.3663
Net charge: +1
Kohn-Sham gap (eV): 8.25

XYZ file:
```
107
C48H50F6N3 (ωB97M-V with the def2-TZVPD basis set)
C 3.323 -0.312 -3.647
C 3.637 -1.080 -2.370
C 5.085 -1.576 -2.364
C 2.618 -2.215 -2.250
C 2.888 -3.456 -2.818
C 1.901 -4.445 -2.867
C 0.623 -4.180 -2.385
C 0.296 -2.931 -1.853
C -1.193 -2.606 -1.651
C -1.871 -3.480 -0.593
C -1.946 -2.804 -2.969
C 1.342 -1.985 -1.698
N 1.049 -0.678 -1.171
N 1.082 0.386 -1.990
N 0.405 1.350 -1.348
C -0.129 2.451 -2.085
C -1.526 2.599 -2.213
C -2.475 1.403 -2.138
C -2.563 0.691 -3.482
C -3.871 1.799 -1.660
C -2.000 3.871 -2.517
C -1.106 4.883 -2.867
C 0.249 4.612 -3.026
C 0.759 3.361 -2.674
C 2.236 3.086 -2.922
C 3.121 4.016 -2.098
C 2.570 3.225 -4.412
C -0.017 0.911 -0.086
C -0.749 1.882 0.731
C -2.079 1.687 1.161
C -2.782 2.717 1.780
C -2.179 3.960 1.964
C -0.873 4.183 1.517
C -0.156 3.155 0.929
C 0.431 -0.356 0.041
C 0.507 -1.334 1.158
H 2.298 0.066 -3.590
H 4.008 0.528 -3.808
H 3.379 -0.989 -4.511
H 3.522 -0.396 -1.517
H 5.279 -2.256 -1.526
H 5.322 -2.092 -3.304
H 5.783 -0.734 -2.272
H 3.872 -3.650 -3.245
H 2.114 -5.399 -3.341
H -0.163 -4.939 -2.461
H -1.277 -1.554 -1.341
H -1.379 -3.457 0.384
H -2.911 -3.149 -0.455
H -1.889 -4.526 -0.934
H -1.484 -2.227 -3.781
H -1.925 -3.871 -3.236
H -2.999 -2.507 -2.867
H -2.056 0.697 -1.408
H -1.572 0.381 -3.830
H -3.200 -0.198 -3.410
H -2.995 1.369 -4.231
H -3.824 2.414 -0.753
H -4.403 2.342 -2.454
H -4.446 0.894 -1.426
H -3.077 4.051 -2.522
H -1.488 5.885 -3.067
H 0.939 5.365 -3.411
H 2.421 2.047 -2.628
H 2.896 3.929 -1.029
H 4.178 3.769 -2.248
H 2.965 5.056 -2.423
H 1.923 2.580 -5.022
H 2.433 4.268 -4.737
H 3.614 2.944 -4.598
H -2.541 0.706 0.996
H -3.803 2.547 2.120
H -2.738 4.764 2.445
H -0.415 5.169 1.610
H 0.869 3.312 0.587
H -0.196 -2.160 0.927
H 1.493 -1.827 1.062
F -5.983 -1.165 4.138
C -5.139 -0.129 4.401
F -5.613 0.961 3.703
F -5.261 0.178 5.729
C -3.711 -0.414 4.020
C -2.757 0.545 4.333
C -1.462 0.387 3.854
C -1.141 -0.690 3.024
C 0.317 -0.842 2.555
C 1.074 -1.686 3.608
C 0.422 -2.561 4.484
C 1.035 -2.981 5.657
C 2.360 -2.653 5.876
C 2.961 -3.037 7.200
F 4.255 -2.646 7.326
F 2.270 -2.474 8.241
F 2.927 -4.391 7.404
C 3.102 -2.000 4.897
C 2.458 -1.545 3.743
C -2.087 -1.694 2.818
C -3.372 -1.569 3.337
H -3.023 1.427 4.908
H -0.697 1.139 4.082
H 0.783 0.160 2.607
H -0.600 -2.874 4.289
H 0.470 -3.556 6.389
H 4.165 -1.828 5.038
H 3.021 -1.021 2.963
H -1.813 -2.618 2.305
H -4.095 -2.364 3.201
```

***

- Look up the calculated total energy of the second one.
  -438.6560 hartree